# 1
Entry from the Open Molecules 2025 dataset: 8 unconnected molecules or ions with the total composition C32H48O24 at a distorted geometry (ωB97M-V/def2-TZVPD).

Atoms and positions in Å:
1 C -0.424 1.104 3.518
2 C -0.778 2.556 3.651
3 C -2.299 2.864 3.559
4 O -2.507 3.809 4.585
5 C -1.541 3.650 5.543
6 O -1.655 4.024 6.659
7 O -0.512 2.948 5.040
8 H -0.572 0.857 2.459
9 H -1.004 0.424 4.132
10 H 0.642 0.958 3.689
11 H -0.174 3.288 3.119
12 H -2.872 1.964 3.779
13 H -2.442 3.295 2.571
14 C -4.715 1.950 0.271
15 C -3.862 1.983 -0.978
16 C -3.827 3.329 -1.722
17 O -2.490 3.806 -1.533
18 C -1.745 2.877 -0.914
19 O -0.583 2.969 -0.649
20 O -2.473 1.787 -0.624
21 H -5.740 1.819 -0.076
22 H -4.545 2.845 0.869
23 H -4.435 1.085 0.868
24 H -4.082 1.124 -1.609
25 H -4.566 4.041 -1.368
26 H -3.982 3.146 -2.785
27 C -1.107 -4.225 -4.675
28 C -2.229 -5.004 -4.045
29 C -3.229 -4.182 -3.193
30 O -4.452 -4.244 -3.918
31 C -4.335 -5.026 -5.003
32 O -5.181 -5.226 -5.808
33 O -3.071 -5.512 -5.091
34 H -0.666 -4.838 -5.458
35 H -0.337 -4.012 -3.927
36 H -1.419 -3.247 -5.042
37 H -1.887 -5.839 -3.436
38 H -2.959 -3.127 -3.138
39 H -3.377 -4.589 -2.195
40 C 3.491 2.262 1.994
41 C 4.872 2.849 2.268
42 C 5.712 2.957 0.977
43 O 6.322 4.236 1.070
44 C 5.739 4.944 2.073
45 O 6.055 6.044 2.370
46 O 4.730 4.239 2.618
47 H 2.959 2.116 2.934
48 H 3.772 1.271 1.617
49 H 2.871 2.828 1.304
50 H 5.316 2.313 3.105
51 H 5.057 2.843 0.116
52 H 6.493 2.200 1.002
53 C 1.641 0.595 -0.760
54 C 0.255 -0.004 -0.861
55 C -0.312 -0.127 -2.283
56 O -0.886 -1.438 -2.290
57 C -0.451 -2.144 -1.231
58 O -0.746 -3.273 -0.992
59 O 0.388 -1.403 -0.485
60 H 2.435 -0.064 -1.106
61 H 1.913 0.908 0.245
62 H 1.607 1.513 -1.356
63 H -0.435 0.512 -0.202
64 H 0.412 -0.025 -3.087
65 H -1.127 0.588 -2.362
66 C 0.526 -5.034 2.128
67 C 0.714 -3.540 2.288
68 C 0.318 -2.970 3.665
69 O 1.327 -2.021 3.920
70 C 2.388 -2.213 3.094
71 O 3.376 -1.563 3.147
72 O 2.120 -3.167 2.195
73 H -0.380 -5.285 2.680
74 H 1.351 -5.574 2.599
75 H 0.550 -5.315 1.079
76 H 0.241 -2.977 1.482
77 H 0.123 -3.789 4.360
78 H -0.615 -2.421 3.526
79 C 3.689 2.445 -4.229
80 C 4.716 1.890 -3.258
81 C 5.951 1.188 -3.861
82 O 7.052 1.945 -3.397
83 C 6.644 2.869 -2.505
84 O 7.353 3.511 -1.808
85 O 5.286 2.943 -2.484
86 H 4.170 3.123 -4.932
87 H 2.935 2.890 -3.584
88 H 3.288 1.640 -4.847
89 H 4.218 1.185 -2.584
90 H 5.883 1.246 -4.953
91 H 6.041 0.126 -3.640
92 C -3.096 -0.926 2.424
93 C -3.257 -1.916 1.276
94 C -4.457 -2.903 1.336
95 O -5.218 -2.537 0.203
96 C -4.640 -1.547 -0.485
97 O -5.081 -1.041 -1.464
98 O -3.447 -1.177 0.082
99 H -2.623 -1.266 3.339
100 H -4.099 -0.576 2.689
101 H -2.533 -0.128 1.942
102 H -2.384 -2.571 1.196
103 H -4.996 -2.791 2.277
104 H -4.085 -3.925 1.302

Computed properties:
2S+1: 1
SMILES: C[C@H]1COC(=O)O1.C[C@H]1COC(=O)O1.C[C@H]1COC(=O)O1.C[C@H]1COC(=O)O1.C[C@H]1COC(=O)O1.C[C@H]1COC(=O)O1.C[C@H]1COC(=O)O1.C[C@H]1COC(=O)O1
ΔE to the lowest compared entry with this formula, charge and spin: 23.7 kcal per mole

# 2
Entry from the Open Molecules 2025 dataset: 8 unconnected molecules or ions with the total composition C32H48O24 at a distorted geometry (ωB97M-V/def2-TZVPD).

Atoms and positions in Å:
1 C 2.504 -0.876 2.615
2 C 1.490 0.073 1.898
3 C 1.978 0.565 0.481
4 O 0.864 0.401 -0.315
5 C -0.008 -0.338 0.289
6 O -0.981 -0.841 -0.339
7 O 0.333 -0.625 1.519
8 H 2.894 -1.767 1.943
9 H 2.052 -1.402 3.549
10 H 3.333 -0.206 2.834
11 H 1.150 0.767 2.555
12 H 2.657 -0.166 0.219
13 H 2.547 1.442 0.507
14 C 0.213 -5.772 1.772
15 C -0.128 -4.253 1.590
16 C -1.660 -4.011 1.724
17 O -1.786 -3.559 3.139
18 C -0.611 -3.327 3.573
19 O -0.399 -2.864 4.680
20 O 0.329 -3.628 2.751
21 H -0.234 -6.400 0.924
22 H -0.049 -6.172 2.569
23 H 1.190 -5.854 1.904
24 H 0.177 -3.794 0.760
25 H -2.327 -4.908 1.601
26 H -1.864 -3.317 1.077
27 C -2.800 -3.356 -2.037
28 C -4.416 -3.319 -2.224
29 C -5.205 -3.096 -0.919
30 O -6.044 -2.056 -1.408
31 C -5.571 -1.480 -2.504
32 O -6.033 -0.445 -2.852
33 O -4.652 -2.250 -3.004
34 H -2.422 -4.198 -1.286
35 H -2.265 -2.585 -1.548
36 H -2.384 -3.648 -3.001
37 H -4.624 -4.207 -2.758
38 H -4.622 -2.706 -0.120
39 H -5.706 -4.058 -0.776
40 C -2.016 3.596 1.984
41 C -0.688 4.332 2.504
42 C -0.319 4.147 3.879
43 O 1.078 3.846 3.778
44 C 1.545 3.739 2.520
45 O 2.665 3.563 2.189
46 O 0.443 3.959 1.733
47 H -2.137 3.797 0.848
48 H -2.895 3.888 2.553
49 H -1.868 2.592 1.966
50 H -0.823 5.416 2.338
51 H -1.001 3.439 4.129
52 H -0.352 5.146 4.441
53 C 1.672 -2.437 -2.676
54 C 2.627 -1.632 -3.572
55 C 2.714 -0.171 -3.082
56 O 4.113 -0.158 -2.668
57 C 4.757 -1.219 -2.936
58 O 6.027 -1.429 -2.782
59 O 4.003 -2.122 -3.442
60 H 1.935 -2.325 -1.688
61 H 1.489 -3.299 -3.104
62 H 0.601 -2.132 -2.552
63 H 2.341 -1.794 -4.660
64 H 2.113 -0.100 -2.192
65 H 2.577 0.459 -3.928
66 C -1.928 -0.568 -3.777
67 C -1.527 -0.010 -5.173
68 C -1.485 1.632 -5.240
69 O -0.196 1.903 -5.663
70 C 0.542 0.861 -5.673
71 O 1.667 0.980 -6.184
72 O -0.126 -0.223 -5.249
73 H -1.430 0.184 -2.928
74 H -1.722 -1.583 -3.656
75 H -2.982 -0.483 -3.344
76 H -2.091 -0.303 -6.064
77 H -1.627 2.074 -4.408
78 H -2.372 1.864 -5.986
79 C -1.684 0.460 4.935
80 C -2.842 -0.059 4.048
81 C -3.920 -0.807 4.766
82 O -4.944 0.076 4.750
83 C -4.698 1.077 3.923
84 O -5.511 1.900 3.575
85 O -3.496 0.994 3.439
86 H -1.421 -0.320 5.652
87 H -1.904 1.051 5.740
88 H -1.025 0.905 4.158
89 H -2.376 -0.635 3.224
90 H -3.568 -0.948 5.755
91 H -4.105 -1.635 4.274
92 C 6.888 4.781 -0.421
93 C 5.637 4.382 -1.390
94 C 4.823 3.205 -1.086
95 O 3.460 3.743 -0.886
96 C 3.523 5.105 -1.015
97 O 2.620 5.904 -0.902
98 O 4.779 5.497 -1.284
99 H 7.312 5.918 -0.480
100 H 7.882 4.032 -0.325
101 H 6.438 4.670 0.469
102 H 5.783 4.443 -2.495
103 H 5.228 2.664 -0.211
104 H 4.857 2.400 -1.806

Computed properties:
2S+1: 1
SMILES: C[C@H]1COC(=O)O1.C[C@H]1COC(=O)O1.C[C@H]1COC(=O)O1.C[C@H]1COC(=O)O1.C[C@H]1COC(=O)O1.C[C@H]1COC(=O)O1.C[C@H]1COC(=O)O1.C[C@H]1COC(=O)O1
ΔE to the lowest compared entry with this formula, charge and spin: 269.7 kcal per mole

# 3
Entry from the Open Molecules 2025 dataset: 19 unconnected molecules or ions with the total composition C32H49BBrCl54FN7O at a distorted geometry (ωB97M-V/def2-TZVPD).

Atoms and positions in Å:
1 C -4.507 -3.818 4.509
2 C -3.063 -3.858 3.890
3 F -2.074 -4.274 4.785
4 N -2.962 -4.708 2.673
5 C -3.566 -4.445 1.531
6 N -4.366 -3.255 1.355
7 C -4.150 -2.906 -0.102
8 C -2.652 -3.130 -0.554
9 C -1.597 -2.194 0.166
10 C -0.776 -1.252 -0.798
11 C -0.339 0.025 0.043
12 Br 1.077 1.022 -0.961
13 C -2.313 -4.699 -0.414
14 B -2.146 -5.251 -1.927
15 N -0.786 -5.162 -2.552
16 O -3.250 -5.825 -2.611
17 N -3.454 -5.268 0.355
18 C -3.322 -6.699 0.665
19 C -4.557 -7.239 1.542
20 C -4.082 -7.993 2.872
21 C -4.934 -9.324 2.983
22 N -4.604 -10.126 4.209
23 C -5.880 -10.196 4.957
24 N -6.053 -9.426 5.971
25 N -6.933 -11.095 4.498
26 H -5.041 -4.803 4.502
27 H -5.089 -3.015 3.975
28 H -4.393 -3.461 5.582
29 H -2.789 -2.814 3.576
30 H -2.369 -5.539 2.783
31 H -3.953 -2.458 1.851
32 H -4.909 -3.453 -0.716
33 H -4.391 -1.805 -0.221
34 H -2.621 -2.859 -1.657
35 H -2.175 -1.522 0.874
36 H -0.946 -2.833 0.836
37 H -1.451 -0.955 -1.650
38 H 0.145 -1.771 -1.178
39 H 0.059 -0.286 1.055
40 H -1.215 0.695 0.273
41 H -1.351 -4.852 0.155
42 H -0.234 -6.000 -2.323
43 H -0.274 -4.351 -2.192
44 H -2.892 -6.581 -3.114
45 H -3.263 -7.377 -0.220
46 H -2.363 -6.871 1.253
47 H -5.329 -6.445 1.731
48 H -5.081 -8.032 0.925
49 H -2.994 -8.229 2.756
50 H -4.246 -7.290 3.734
51 H -4.786 -9.964 2.060
52 H -6.026 -9.026 2.971
53 H -4.350 -11.073 3.905
54 H -5.203 -8.859 6.101
55 H -7.812 -10.702 4.846
56 H -6.818 -12.006 4.946
57 C 5.042 1.361 -0.501
58 Cl 4.621 2.790 -1.453
59 Cl 6.275 0.400 -1.334
60 Cl 5.594 1.829 1.112
61 H 4.152 0.749 -0.390
62 C 1.355 -4.262 3.904
63 Cl 0.946 -2.828 2.949
64 Cl 2.578 -5.232 3.075
65 Cl 1.912 -3.797 5.513
66 H 0.459 -4.865 4.015
67 C -3.074 1.604 -2.038
68 Cl -3.484 3.041 -2.978
69 Cl -3.505 1.830 -0.337
70 Cl -3.882 0.173 -2.699
71 H -1.999 1.449 -2.100
72 C 4.652 3.090 -5.173
73 Cl 4.479 4.726 -5.817
74 Cl 3.400 2.024 -5.827
75 Cl 6.259 2.449 -5.530
76 H 4.532 3.132 -4.095
77 C -0.139 -9.682 0.715
78 Cl -0.550 -8.232 -0.217
79 Cl -0.550 -9.464 2.421
80 Cl -0.961 -11.098 0.053
81 H 0.932 -9.842 0.641
82 C -8.156 -2.564 2.150
83 Cl -7.376 -3.809 3.138
84 Cl -9.877 -2.463 2.524
85 Cl -7.370 -0.999 2.395
86 H -8.049 -2.841 1.105
87 C 1.628 1.015 -9.145
88 Cl 3.146 0.906 -10.039
89 Cl 1.056 2.687 -9.087
90 Cl 0.404 -0.037 -9.869
91 H 1.807 0.680 -8.127
92 C 4.783 -2.513 -9.597
93 Cl 4.273 -4.186 -9.338
94 Cl 4.160 -1.905 -11.137
95 Cl 4.252 -1.487 -8.255
96 H 5.868 -2.489 -9.635
97 C 8.949 4.167 -0.295
98 Cl 8.549 5.608 -1.240
99 Cl 8.535 4.406 1.408
100 Cl 8.118 2.746 -0.944
101 H 10.019 3.999 -0.366
102 C -7.217 -2.244 6.666
103 Cl -8.896 -2.366 7.200
104 Cl -6.703 -0.553 6.608
105 Cl -6.155 -3.178 7.730
106 H -7.147 -2.657 5.664
107 C -0.834 3.280 2.679
108 Cl -1.355 1.604 2.920
109 Cl -1.464 3.904 1.152
110 Cl -1.353 4.292 4.031
111 H 0.251 3.297 2.636
112 C 5.070 8.506 -4.755
113 Cl 3.387 8.356 -4.233
114 Cl 5.545 10.206 -4.841
115 Cl 6.140 7.616 -3.663
116 H 5.159 8.075 -5.747
117 C -0.891 8.177 3.013
118 Cl -1.310 9.607 2.062
119 Cl 0.337 7.216 2.181
120 Cl -0.328 8.645 4.623
121 H -1.783 7.569 3.126
122 C 3.928 8.959 0.793
123 Cl 2.539 9.436 1.778
124 Cl 4.774 7.592 1.532
125 Cl 3.416 8.559 -0.850
126 H 4.616 9.798 0.739
127 C -2.529 0.751 -7.189
128 Cl -3.034 -0.926 -6.937
129 Cl -3.160 1.366 -8.720
130 Cl -3.057 1.767 -5.841
131 H -1.444 0.777 -7.232
132 C 6.219 12.969 0.072
133 Cl 5.823 14.416 -0.860
134 Cl 5.797 13.186 1.773
135 Cl 5.394 11.553 -0.594
136 H 7.287 12.802 0.005
137 C 9.189 11.175 3.388
138 Cl 9.050 12.827 2.773
139 Cl 7.934 10.144 2.687
140 Cl 10.794 10.517 3.048
141 H 9.050 11.198 4.464
142 C 9.842 15.053 -1.588
143 Cl 8.967 16.536 -1.191
144 Cl 9.535 13.802 -0.374
145 Cl 9.396 14.479 -3.200
146 H 10.905 15.274 -1.587

Computed properties:
2S+1: 1
charge: +1

# 4
Entry from the Open Molecules 2025 dataset: 15 unconnected molecules or ions with the total composition C32H49BBrF2N16O3S at a distorted geometry (ωB97M-V/def2-TZVPD).

Atoms and positions in Å:
1 C 0.241 -1.759 -0.506
2 N -0.876 -0.746 -0.751
3 C -0.258 0.640 -0.836
4 B -1.511 -1.024 -2.087
5 O -0.859 -0.479 -3.241
6 S -3.073 -2.084 -2.287
7 Br -3.423 -2.266 -4.508
8 N -4.458 -1.252 -1.660
9 C -4.226 0.196 -1.455
10 O -4.379 0.940 -2.461
11 F -3.797 0.811 -0.259
12 C -5.051 -1.925 -0.486
13 O -4.766 -1.736 0.706
14 F -6.024 -2.951 -0.755
15 H 0.765 -2.085 -1.469
16 H -0.241 -2.689 -0.002
17 H 0.995 -1.333 0.258
18 H 0.667 0.685 -1.505
19 H 0.101 0.914 0.232
20 H -1.022 1.400 -1.224
21 H -1.501 -0.119 -3.900
22 C 3.007 2.466 0.944
23 C 2.810 1.200 0.161
24 N 2.648 0.186 -0.462
25 H 2.041 2.864 1.253
26 H 3.611 2.266 1.831
27 H 3.517 3.208 0.327
28 C -0.800 4.592 -1.536
29 C 0.684 4.409 -1.402
30 N 1.858 4.266 -1.295
31 H -1.313 3.658 -1.298
32 H -1.141 5.370 -0.851
33 H -1.049 4.884 -2.560
34 C -3.921 5.130 -5.240
35 C -2.715 5.660 -4.516
36 N -1.764 6.081 -3.945
37 H -4.720 5.873 -5.222
38 H -3.663 4.907 -6.277
39 H -4.272 4.217 -4.757
40 C -4.783 -1.897 3.997
41 C -3.703 -2.445 4.884
42 N -2.845 -2.877 5.578
43 H -5.150 -2.680 3.332
44 H -5.609 -1.523 4.605
45 H -4.387 -1.076 3.396
46 C 1.421 4.187 -6.220
47 C 0.017 3.715 -6.464
48 N -1.093 3.342 -6.657
49 H 2.096 3.331 -6.159
50 H 1.743 4.836 -7.037
51 H 1.468 4.744 -5.283
52 C 1.538 6.658 -9.919
53 C 2.595 6.115 -9.001
54 N 3.430 5.686 -8.276
55 H 1.197 5.874 -10.597
56 H 0.689 7.018 -9.336
57 H 1.945 7.484 -10.505
58 C 5.714 -2.079 1.272
59 C 5.537 -0.639 1.657
60 N 5.397 0.498 1.965
61 H 6.014 -2.151 0.226
62 H 6.485 -2.538 1.895
63 H 4.776 -2.619 1.410
64 C -0.109 -5.143 6.447
65 C 1.256 -5.253 5.831
66 N 2.334 -5.340 5.342
67 H -0.856 -4.990 5.667
68 H -0.345 -6.058 6.992
69 H -0.138 -4.299 7.138
70 C 4.605 1.751 -2.997
71 C 4.256 2.958 -3.818
72 N 3.981 3.909 -4.471
73 H 4.964 0.951 -3.647
74 H 5.388 2.003 -2.280
75 H 3.728 1.402 -2.449
76 C -6.142 2.077 5.434
77 C -6.240 0.773 6.171
78 N -6.324 -0.264 6.771
79 H -6.459 2.894 6.084
80 H -5.111 2.250 5.122
81 H -6.783 2.053 4.551
82 C -4.869 -1.659 9.534
83 C -4.598 -1.428 10.992
84 N -4.383 -1.245 12.144
85 H -5.936 -1.550 9.332
86 H -4.318 -0.933 8.933
87 H -4.555 -2.666 9.252
88 C 4.467 -6.058 0.669
89 C 4.984 -4.974 -0.233
90 N 5.392 -4.117 -0.945
91 H 4.499 -5.725 1.708
92 H 3.437 -6.301 0.404
93 H 5.082 -6.954 0.563
94 C 2.397 0.704 4.605
95 C 1.471 1.177 3.523
96 N 0.741 1.550 2.666
97 H 1.825 0.455 5.500
98 H 2.938 -0.183 4.269
99 H 3.116 1.489 4.848
100 C 2.909 -7.925 -2.853
101 C 3.966 -8.463 -1.933
102 N 4.802 -8.888 -1.207
103 H 2.576 -8.710 -3.534
104 H 2.055 -7.573 -2.271
105 H 3.311 -7.094 -3.435

Computed properties:
2S+1: 1
charge: +1

| no. | HOMO energy (eV) | lowest unoccupied orbital energy (eV) |
| --- | --- | --- |
| 1 | -10.58 | -0.19 |
| 2 | -10.17 | -0.02 |
| 3 | -11.64 | -2.97 |
| 4 | -12.47 | -6.67 |